The following is a DFT calculation (ωB97M-V/def2-TZVPD) of the ion C8H17N5O4P with charge +1 at a distorted geometry.

Geometry (Å):
C 2.368 2.367 3.192
N 1.967 2.466 1.787
C 1.733 1.426 1.022
N 1.389 1.567 -0.287
C 1.216 0.367 -0.741
C 0.823 0.169 -2.157
C -0.669 -0.227 -2.391
C -1.578 -0.058 -1.191
O -2.904 0.140 -1.718
C -3.892 -0.391 -0.919
C -3.937 -0.030 0.536
O -4.708 -1.139 -1.403
N 1.439 -0.577 0.206
P 1.300 -2.316 0.146
N 0.008 -2.773 0.831
O 1.300 -2.781 -1.357
O 2.581 -2.914 0.862
N 1.775 0.140 1.332
H 3.354 2.794 3.290
H 2.385 1.338 3.518
H 1.669 2.891 3.825
H 1.911 3.378 1.374
H 1.036 1.102 -2.652
H 1.435 -0.594 -2.614
H -0.683 -1.273 -2.657
H -1.023 0.351 -3.230
H -1.341 0.808 -0.574
H -1.585 -0.992 -0.640
H -4.842 -0.418 0.970
H -3.118 -0.470 1.096
H -3.910 1.041 0.713
H -0.494 -1.953 1.150
H 2.069 -2.459 -1.852
H 3.377 -2.413 0.623
H 1.968 -0.297 2.216

Forces on the atoms, in the same order (eV/Å):
C -0.0351 0.2157 -0.4052
N 0.1511 -0.5815 1.0732
C -0.3108 1.2739 -1.2185
N 0.1853 0.8598 0.8358
C -0.0677 -0.1329 -0.8877
C -0.5336 -0.5642 0.0028
C 0.7606 -0.0671 0.3840
C -0.8313 0.3525 -0.6448
O 0.0810 -0.3269 0.4552
C -1.2839 -1.2229 -0.6633
C 0.2696 0.2790 0.2487
O 0.8646 1.0077 0.2489
N 0.6425 -0.3047 -0.9784
P -2.7128 -1.8675 1.5667
N 0.4844 0.7382 -0.0403
O 1.0200 1.1535 -0.2313
O 0.5918 1.2847 -0.5514
N 0.2765 -0.6689 0.9145
H 0.2836 0.0480 0.2519
H 0.0815 -0.2414 0.0200
H -0.1816 0.2138 0.1220
H -0.1101 0.0872 -0.3277
H 0.1180 0.3030 -0.0312
H 0.2815 -0.0738 -0.1833
H -0.1799 -0.2328 -0.2878
H -0.2724 0.1607 -0.1632
H 0.2742 0.0008 0.2186
H 0.2314 0.0131 0.4640
H -0.3547 -0.1752 -0.0453
H 0.2948 -0.0974 -0.0255
H 0.1049 0.2371 -0.1748
H -0.4572 -0.3594 0.2470
H 0.0452 -0.5092 -0.3268
H 0.3724 -0.5267 0.1106
H -0.0837 -0.2761 0.0226

Values from the calculation:
SMILES	CNc1nc(CCCOC(C)=O)n(P(=N)(O)O)[nH+]1
HOMO level	-0.463	Ha
HOMO-LUMO gap	0.3333	Eh
charge	+1

These are the Löwdin partial charges, in e, on atoms 1 to 6:
1. C -0.009
2. N 0.074
3. C -0.334
4. N 0.228
5. C -0.311
6. C -0.077